Model A:
The following is a quantum chemistry calculation of 2 unconnected molecules or ions with the total composition C9H16N3O, from the Open Molecules 2025 dataset.

Geometry as ORCA input:
```
! RIJCOSX wB97M-V def2-TZVPD def2/J DEFGRID3
* xyz 1 1
C 0.195 1.734 1.001
C 1.913 -0.909 1.735
C 0.870 -2.004 1.853
C 1.787 -0.086 0.429
C -0.483 -1.332 1.762
C -0.614 0.019 -2.415
C -1.660 1.422 -1.340
C 0.448 0.506 0.453
C -0.256 1.316 -1.758
N 0.106 2.810 1.388
N -0.521 -0.628 0.460
N -1.915 0.023 -1.684
O 0.649 2.160 -2.267
H 1.606 -0.211 2.567
H 2.908 -1.238 1.990
H 0.878 -2.802 1.073
H 1.143 -2.510 2.783
H 2.546 0.644 0.506
H 1.949 -0.758 -0.340
H -1.412 -2.062 1.856
H -0.753 -0.461 2.562
H -0.890 0.208 -3.454
H -0.140 -1.051 -2.265
H -1.988 1.807 -0.366
H -2.228 2.184 -1.988
H -0.278 -1.374 -0.316
H -2.748 -0.136 -2.353
H -1.535 -0.383 0.157
H 0.422 3.112 -2.031
*
```

Properties
HOMO-LUMO gap (alpha / beta) ... 7.8 / 7.8 eV

Here are the natural (NBO) charges for atoms 1 to 4, given in e: number 1, C, carries 0.17; number 2, C, carries -0.38; number 3, C, carries -0.45; number 4, C, carries -0.45

=====

Model B:
The following is a quantum chemistry calculation of 2 unconnected molecules or ions with the total composition C9H16N3O, from the Open Molecules 2025 dataset.

Geometry as ORCA input:
```
! RIJCOSX wB97M-V def2-TZVPD def2/J DEFGRID3
* xyz 1 1
C -0.229 0.720 3.260
C -1.847 0.216 1.487
N -0.623 0.511 1.873
N -2.758 -0.205 2.373
N -2.199 0.236 0.200
H 0.046 0.690 1.140
H -2.546 -0.504 3.306
H -3.737 -0.128 2.161
H -1.601 0.575 -0.537
H -3.037 -0.270 -0.015
H 0.329 -0.117 3.673
H -1.084 1.021 3.850
H 0.444 1.576 3.310
C -0.548 -0.114 -3.387
C 1.200 -1.372 -2.074
C 0.419 -0.244 -2.247
C 2.207 -1.423 -1.108
C 0.623 0.833 -1.379
C 2.380 -0.330 -0.269
C 1.652 0.838 -0.439
O 3.370 -0.299 0.674
H 1.079 -2.237 -2.707
H 2.913 -2.249 -1.110
H -0.862 -1.068 -3.785
H -0.041 0.442 -4.188
H -0.102 1.625 -1.420
H 1.961 1.766 0.025
H 4.009 -1.019 0.552
H -1.420 0.531 -3.223
*
```

Properties
HOMO-LUMO gap ... 9.0 eV

Here are the natural (NBO) charges for atoms 1 to 4, given in e: number 1, C, carries -0.43; number 2, C, carries 0.68; number 3, N, carries -0.55; number 4, N, carries -0.78

=====

Model C:
The following is a quantum chemistry calculation of a gas-phase ion, C9H16N3O (charge +1), from the Open Molecules 2025 dataset.

Geometry as ORCA input:
```
! RIJCOSX wB97M-V def2-TZVPD def2/J DEFGRID3
* xyz 1 1
C -1.029 -3.509 -0.115
C -1.227 -2.243 -0.840
O -2.392 -2.039 -1.432
C -2.488 -0.794 -1.818
C -1.391 -0.063 -1.436
C -0.509 -1.111 -0.895
N 0.815 -0.610 -0.728
C 0.645 0.852 -0.778
C 0.889 1.328 0.670
C -0.386 1.338 1.408
C 1.700 2.633 0.762
N 1.695 0.252 1.355
N -0.681 1.150 -1.320
H -1.409 -4.356 -0.509
H 0.048 -3.616 0.141
H -1.743 -3.486 0.858
H -3.302 -0.382 -2.366
H 1.513 -1.272 -1.078
H 1.269 1.253 -1.574
H -0.192 1.566 2.513
H -0.877 0.365 1.544
H -1.126 2.054 1.043
H 1.826 2.905 1.755
H 2.436 2.614 0.100
H 0.914 3.475 0.492
H 2.647 0.482 1.439
H 1.362 -0.545 0.611
H 1.504 0.069 2.374
H -0.513 1.691 -2.175
*
```

Properties
HOMO-LUMO gap ... 8.6 eV
SMILES string ... Cc1occ2c1N[C@H](C(C)(C)[NH3+])N2

Here are the natural (NBO) charges for atoms 1 to 4, given in e: number 1, C, carries -0.64; number 2, C, carries 0.28; number 3, O, carries -0.37; number 4, C, carries 0.08

=====

Quick look at relative energies in kJ/mol: model A 612.8; model B 0.0; model C 414.3.

=====

Model A:
The following is a quantum chemistry calculation of C5H8N2O2S in the gas phase, from the Open Molecules 2025 dataset.

Geometry as ORCA input:
```
! RIJCOSX wB97M-V def2-TZVPD def2/J DEFGRID3
* xyz 0 1
C 2.154 1.587 -0.067
C -0.123 0.887 -0.163
C 1.191 0.532 -0.065
C -2.548 0.666 0.099
C -1.059 -1.318 -0.031
N 3.055 2.295 0.063
N -1.198 0.120 -0.065
O 3.595 -0.824 -0.019
O 1.515 -2.129 -0.415
S 1.973 -1.044 0.445
H -0.219 1.966 -0.154
H -3.363 0.160 -0.458
H -2.968 0.492 1.149
H -2.563 1.663 -0.363
H -0.410 -1.685 0.903
H -2.210 -1.642 -0.050
H -0.449 -1.860 -0.744
H 3.626 0.133 -0.067
*
```

Properties
HOMO-LUMO gap ... 9.1 eV

Here are the natural (NBO) charges for atoms 1 to 4, given in e: number 1, C, carries 0.24; number 2, C, carries 0.15; number 3, C, carries -0.58; number 4, C, carries -0.42

=====

Model B:
The following is a quantum chemistry calculation of 3 unconnected molecules or ions with the total composition C5H8N2O2S, from the Open Molecules 2025 dataset.

Geometry as ORCA input:
```
! RIJCOSX wB97M-V def2-TZVPD def2/J DEFGRID3
* xyz 0 1
C -2.471 1.035 1.449
C -1.121 -3.808 -1.702
C -0.903 0.038 -0.393
C -0.413 0.268 2.306
C 0.706 -0.480 2.893
N -1.511 0.750 2.184
N 3.051 2.227 -3.159
O -0.285 -3.008 -1.615
O -1.943 -4.572 -1.846
S -2.414 0.552 -0.266
H -3.330 1.725 1.547
H -0.340 -0.066 -1.391
H 0.670 -1.448 2.467
H 0.493 -0.565 3.961
H 1.684 0.088 2.553
H 2.107 1.757 -3.015
H 2.837 2.969 -3.831
H 3.183 2.539 -2.143
*
```

Properties
HOMO-LUMO gap (alpha / beta) ... 7.5 / 7.5 eV

Here are the natural (NBO) charges for atoms 1 to 4, given in e: number 1, C, carries -0.42; number 2, C, carries 1.02; number 3, C, carries -0.70; number 4, C, carries 0.40

=====

Quick look at relative energies in kJ/mol: model A 0.0; model B 187.5.

=====

Model A:
The following is a quantum chemistry calculation of a molecular structure, C29H53AuClGeO4Si, from the Open Molecules 2025 dataset.

Geometry as ORCA input:
```
! RIJCOSX wB97M-V def2-TZVPD def2/J DEFGRID3
* xyz -1 1
Au 0.222 0.239 0.156
C -0.058 -1.734 -0.163
C -0.172 -2.925 -0.363
C -0.303 -4.335 -0.531
C -1.107 -5.086 0.331
C -1.223 -6.456 0.170
C -0.541 -7.104 -0.851
C 0.259 -6.368 -1.715
C 0.377 -4.998 -1.559
H -1.638 -4.577 1.126
H -1.850 -7.023 0.848
H -0.634 -8.176 -0.974
H 0.794 -6.866 -2.515
H 0.998 -4.419 -2.231
Cl -0.265 3.239 -0.810
C 0.600 2.247 0.436
H 0.170 2.527 1.394
H 1.636 2.573 0.385
C 4.821 -4.054 -2.160
C 5.296 -2.950 -1.223
C 4.580 -1.614 -1.430
C 3.077 -1.678 -1.186
Ge 2.178 0.082 -1.219
C 1.539 0.449 -3.062
C 2.499 0.204 -4.232
C 3.282 1.439 -4.676
C 4.176 2.028 -3.594
H 5.408 -4.965 -2.027
H 4.912 -3.743 -3.203
H 3.776 -4.307 -1.974
H 6.373 -2.801 -1.354
H 5.149 -3.270 -0.187
H 4.783 -1.258 -2.448
H 5.022 -0.871 -0.759
H 2.871 -2.140 -0.216
H 2.576 -2.303 -1.929
H 3.261 1.099 -0.783
H 1.137 1.463 -3.093
H 0.675 -0.217 -3.153
H 1.927 -0.156 -5.094
H 3.207 -0.598 -3.991
H 2.575 2.203 -5.015
H 3.893 1.173 -5.545
H 3.586 2.415 -2.762
H 4.780 2.848 -3.988
H 4.853 1.271 -3.191
C -1.450 -3.204 3.775
C -2.408 -2.038 3.527
C -3.502 -1.991 4.593
C -3.023 -2.163 2.135
O -1.623 -0.859 3.662
Si -1.745 0.566 2.838
O -1.546 0.519 1.279
O -0.570 1.518 3.508
C -0.171 1.671 4.863
C 0.829 0.569 5.218
C 0.506 3.037 4.941
C -1.369 1.627 5.811
O -3.247 1.139 3.251
C -3.953 2.192 2.601
C -3.025 3.371 2.309
C -4.558 1.670 1.299
C -5.052 2.612 3.575
H -1.982 -4.159 3.741
H -0.977 -3.101 4.753
H -0.668 -3.201 3.013
H -4.121 -2.892 4.559
H -4.130 -1.116 4.426
H -3.052 -1.912 5.585
H -3.559 -3.111 2.052
H -2.247 -2.119 1.371
H -3.731 -1.350 1.958
H 1.673 0.607 4.527
H 0.352 -0.405 5.123
H 1.199 0.696 6.238
H 1.340 3.077 4.238
H 0.883 3.228 5.948
H -0.205 3.821 4.676
H -1.866 0.658 5.755
H -2.094 2.397 5.543
H -1.038 1.797 6.838
H -2.252 3.078 1.596
H -2.546 3.716 3.228
H -3.590 4.199 1.875
H -3.757 1.320 0.647
H -5.121 2.458 0.794
H -5.234 0.837 1.509
H -4.612 2.974 4.505
H -5.687 1.756 3.806
H -5.669 3.404 3.143
*
```

Properties
HOMO-LUMO gap ... 8.3 eV

Here are the Mulliken charges for atoms 1 to 4, given in e: number 1, Au, carries 0.86; number 2, C, carries -0.34; number 3, C, carries -0.26; number 4, C, carries 0.51

=====

Model B:
The following is a quantum chemistry calculation of a molecular structure, C29H53AuClGeO4Si, from the Open Molecules 2025 dataset.

Geometry as ORCA input:
```
! RIJCOSX wB97M-V def2-TZVPD def2/J DEFGRID3
* xyz -1 1
Au -0.875 -0.031 -0.455
C 0.491 0.507 -1.889
C 1.287 0.884 -2.722
C 2.251 1.354 -3.667
C 3.489 1.843 -3.239
C 4.423 2.300 -4.153
C 4.144 2.279 -5.513
C 2.918 1.796 -5.950
C 1.981 1.339 -5.039
H 3.701 1.860 -2.178
H 5.375 2.675 -3.799
H 4.876 2.637 -6.226
H 2.689 1.776 -7.009
H 1.023 0.964 -5.376
Cl -3.885 0.447 0.815
C -2.318 -0.457 0.984
H -2.593 -1.497 1.143
H -1.872 -0.059 1.890
C -6.712 -1.324 -3.356
C -6.189 -2.385 -2.397
C -4.681 -2.616 -2.514
C -3.857 -1.350 -2.275
Ge -1.972 -1.679 -1.821
C -0.906 -1.942 -3.461
C -1.452 -2.874 -4.549
C -1.020 -4.334 -4.427
C -1.619 -5.071 -3.238
H -7.799 -1.243 -3.308
H -6.441 -1.565 -4.387
H -6.296 -0.343 -3.127
H -6.712 -3.329 -2.582
H -6.421 -2.096 -1.368
H -4.466 -3.030 -3.505
H -4.388 -3.388 -1.796
H -4.285 -0.789 -1.443
H -3.883 -0.688 -3.144
H -1.956 -2.944 -0.924
H 0.104 -2.235 -3.165
H -0.800 -0.929 -3.854
H -1.109 -2.507 -5.522
H -2.545 -2.827 -4.587
H 0.073 -4.371 -4.364
H -1.292 -4.858 -5.349
H -1.300 -4.634 -2.292
H -1.322 -6.121 -3.233
H -2.711 -5.032 -3.263
C 2.162 4.319 2.584
C 2.339 3.184 1.577
C 1.254 3.251 0.508
C 3.716 3.262 0.923
O 2.310 1.960 2.297
Si 1.034 0.922 2.529
O 0.497 0.267 1.210
O -0.100 1.798 3.357
C -0.746 1.630 4.606
C -1.329 0.225 4.745
C 0.253 1.906 5.729
C -1.872 2.660 4.636
O 1.623 -0.168 3.632
C 2.777 -0.992 3.516
C 2.525 -2.190 4.428
C 2.982 -1.462 2.079
C 3.993 -0.206 3.998
H 2.215 5.292 2.091
H 2.940 4.266 3.347
H 1.193 4.223 3.075
H 1.346 4.185 -0.054
H 0.262 3.222 0.962
H 1.334 2.413 -0.182
H 3.858 4.217 0.414
H 3.824 2.456 0.195
H 4.495 3.147 1.679
H -0.549 -0.525 4.622
H -2.100 0.057 3.993
H -1.782 0.100 5.731
H 1.064 1.180 5.694
H -0.234 1.851 6.705
H 0.678 2.904 5.605
H -2.545 2.496 3.794
H -1.459 3.667 4.556
H -2.443 2.587 5.564
H 1.688 -2.779 4.051
H 2.279 -1.843 5.432
H 3.407 -2.832 4.485
H 2.092 -1.976 1.717
H 3.838 -2.140 2.026
H 3.163 -0.618 1.414
H 3.848 0.104 5.035
H 4.123 0.687 3.389
H 4.896 -0.818 3.939
*
```

Properties
HOMO-LUMO gap ... 8.4 eV

Here are the Mulliken charges for atoms 1 to 4, given in e: number 1, Au, carries 0.05; number 2, C, carries 0.20; number 3, C, carries -0.31; number 4, C, carries 0.45

=====

Quick look at relative energies in kJ/mol: model A 0.0; model B 66.7.